# C10H19P

2 unconnected molecules or ions with the total composition C10H19P at a distorted geometry (ωB97M-V/def2-TZVPD, OMol25).

Element x y z (Å)
C 0.08 -3.14 0.28
C 0.20 -2.05 -0.33
C 3.03 -0.56 -0.61
C 1.93 1.65 -0.75
C 1.62 0.10 1.31
C -1.93 -0.06 1.35
C -2.13 1.73 -0.51
C -2.64 -0.73 -0.81
C 1.77 0.21 -0.22
C -1.80 0.27 -0.14
P 0.31 -0.54 -1.19
H -0.16 -4.01 0.84
H 3.01 -1.62 -0.90
H 3.36 -0.21 -1.55
H 3.90 -0.37 0.09
H 2.30 2.41 0.02
H 1.06 2.16 -1.13
H 2.64 1.73 -1.50
H 2.01 1.06 1.69
H 0.58 0.00 1.51
H 2.17 -0.66 1.81
H -1.91 -1.09 1.59
H -1.09 0.33 2.11
H -2.97 0.35 1.76
H -1.54 2.33 0.22
H -3.16 1.95 -0.38
H -1.69 1.75 -1.56
H -3.75 -0.38 -1.01
H -2.31 -1.05 -1.73
H -2.87 -1.54 -0.25

For the molecular weight, the calculation gives 170.2 g/mol. The calculation puts the LUMO energy at 0.23 eV. The maximum force is 5.18 eV Å⁻¹. The energy above the lowest of the compared OMol25 structures with the same formula, charge and spin is 314.2 kJ/mol. As for the spin multiplicity: 1. Its HOMO energy is -7.988 eV. The calculation puts the HOMO-LUMO gap at 8.217 eV.